# 1
Below is a structure of composition C2H4N2OS2, with properties calculated with ωB97M-V/def2-TZVPD.

XYZ file:
```
11
Properties=species:S:1:pos:R:3:forces:R:3
C -0.401 -0.927 -0.124 1.301 -0.474 -4.570
C 0.800 0.893 -1.124 2.442 1.370 1.504
H -1.345 -0.498 1.780 2.741 -3.217 -2.437
H -2.026 -1.958 0.775 5.354 1.019 0.397
H 1.269 2.127 0.923 -0.556 -1.026 0.057
H 0.559 0.437 -2.050 -0.452 -0.144 -1.033
N -0.754 -1.524 0.986 -9.321 1.259 4.861
N 0.556 0.048 -0.019 -0.308 2.620 0.716
O 1.403 1.945 -0.942 -1.095 -1.174 -1.251
S -0.701 -1.567 -1.680 -0.362 0.177 1.294
S 0.640 1.023 1.476 0.257 -0.411 0.461
```
Forces are in eV/Å.

Computed properties:
- relative energy (zero: lowest compared OMol25 entry of this formula, charge and spin) (kJ/mol) = 412.61
- HOMO-LUMO gap (eV) = 8.04
- E_HOMO (eV) = -8.901
- energy (Eh) = -1059.586115
- max |F| (Eh/bohr) = 0.206

natural (NBO) population analysis, charges in e, atoms 1 to 4: 0.247, 0.535, 0.371, 0.427

***

# 2
Below is an isolated molecule of C2H4N2OS2, with properties calculated with ωB97M-V/def2-TZVPD.

XYZ file:
```
11
Properties=species:S:1:pos:R:3:forces:R:3
C -1.500 -0.155 0.025 0.081 3.504 -0.600
C 1.751 -0.613 -0.386 0.458 -0.403 -0.614
H -0.276 1.515 0.109 -0.327 0.098 -0.155
H -1.966 1.797 -0.321 -0.036 0.176 0.033
H 1.077 -0.261 1.496 -0.331 -0.109 -0.225
H 1.375 -1.031 -1.333 -0.085 0.280 0.426
N -1.202 1.182 -0.124 -0.174 -1.310 0.240
N 0.796 -0.319 0.516 0.038 0.721 0.121
O -0.446 -0.895 0.298 1.203 -2.589 0.803
S -2.945 -0.835 -0.159 -0.781 -0.427 -0.072
S 3.336 -0.386 -0.121 -0.046 0.059 0.043
```
Forces are in eV/Å.

Computed properties:
- relative energy (zero: lowest compared OMol25 entry of this formula, charge and spin) (kJ/mol) = 193.03
- HOMO-LUMO gap (eV) = 9.01
- E_HOMO (eV) = -9.053
- energy (Eh) = -1059.669746
- max |F| (Eh/bohr) = 0.069
- SMILES = NC(=S)ONC=S

natural (NBO) population analysis, charges in e, atoms 1 to 4: 0.348, -0.107, 0.411, 0.420

***

# 3
Below is an isolated molecule of C2H4N2S, with properties calculated with ωB97M-V/def2-TZVPD.

XYZ file:
```
9
Properties=species:S:1:pos:R:3:forces:R:3
C -0.022 -0.101 -0.347 -0.837 1.752 -2.460
C -0.633 0.367 0.926 -3.062 -2.273 1.502
H 1.834 -0.459 -1.115 -1.637 -0.477 2.716
H 1.527 -0.250 0.764 0.213 -1.504 -2.834
H -1.351 0.602 -1.660 -1.031 0.304 0.620
H -1.736 0.572 0.708 1.500 0.646 0.532
N 1.204 -0.622 -0.227 3.306 0.979 1.078
N -0.541 0.042 -1.535 1.501 -0.714 1.308
S -0.282 -0.150 2.485 0.047 1.287 -2.462
```
Forces are in eV/Å.

Computed properties:
- relative energy (zero: lowest compared OMol25 entry of this formula, charge and spin) (kJ/mol) = 141.16
- HOMO-LUMO gap (eV) = 7.75
- E_HOMO (eV) = -9.372
- energy (Eh) = -586.240625
- max |F| (Eh/bohr) = 0.080
- SMILES = [H]/N=C(/N)C=S

natural (NBO) population analysis, charges in e, atoms 1 to 4: 0.330, -0.324, 0.418, 0.397

***

# 4
Below is an isolated molecule of C2H4N2S2, with properties calculated with ωB97M-V/def2-TZVPD.

XYZ file:
```
10
Properties=species:S:1:pos:R:3:forces:R:3
C 1.692 0.373 -0.726 1.182 1.693 0.467
C -1.442 0.061 1.064 -0.150 -3.089 -4.124
N 0.851 -0.388 0.150 -0.034 0.371 -0.175
N -0.137 0.308 0.513 -2.189 0.902 2.128
S -1.327 1.398 -0.199 0.180 -0.411 0.107
S 3.158 0.525 0.383 -0.858 -0.347 -0.356
H 1.817 -0.319 -1.517 0.736 -0.042 -1.345
H 1.424 1.473 -1.013 -0.286 -2.258 0.302
H -1.735 0.341 1.999 -0.006 1.043 2.578
H -2.003 -0.937 0.739 1.424 2.137 0.419
```
Forces are in eV/Å.

Computed properties:
- relative energy (zero: lowest compared OMol25 entry of this formula, charge and spin) (kJ/mol) = 576.38
- HOMO-LUMO gap (alpha / beta) (eV) = 6.12 / 7.85
- E_HOMO (alpha / beta) (eV) = -7.709 / -8.584
- energy (Eh) = -984.295356
- max |F| (Eh/bohr) = 0.100

natural (NBO) population analysis, charges in e, atoms 1 to 4: -0.407, -0.267, -0.126, -0.245

***

# 5
Below is an isolated molecule of C2H4N2S2, with properties calculated with ωB97M-V/def2-TZVPD.

XYZ file:
```
10
Properties=species:S:1:pos:R:3:forces:R:3
C 0.075 0.945 -0.455 0.213 -0.518 -0.119
C -0.476 -0.395 -0.121 0.402 0.475 0.164
H 2.301 2.653 0.693 0.931 -0.450 0.494
H 1.272 3.205 -0.335 -0.408 -0.495 -0.674
H -0.566 1.563 -1.112 0.487 -0.060 0.435
H 1.585 -0.690 0.858 0.235 0.198 0.002
N 1.844 2.375 -0.150 -0.112 1.900 -0.178
N 1.211 1.218 0.040 -0.581 -0.352 0.240
S 0.525 -1.491 0.807 -0.684 -0.277 -0.252
S -1.998 -0.708 -0.549 -0.483 -0.421 -0.112
```
Forces are in eV/Å.

Computed properties:
- relative energy (zero: lowest compared OMol25 entry of this formula, charge and spin) (kJ/mol) = 208.55
- HOMO-LUMO gap (eV) = 8.23
- E_HOMO (eV) = -8.811
- energy (Eh) = -984.435452
- max |F| (Eh/bohr) = 0.037
- SMILES = N/N=C/C(=S)S

natural (NBO) population analysis, charges in e, atoms 1 to 4: -0.054, -0.335, 0.363, 0.336

***

# 6
Below is an isolated molecule of C2H4N2S3, with properties calculated with ωB97M-V/def2-TZVPD.

XYZ file:
```
11
Properties=species:S:1:pos:R:3:forces:R:3
C -1.885 -0.101 -0.063 -1.872 2.942 1.195
C 1.622 -0.910 -0.329 1.558 2.326 4.058
H -0.010 2.933 -0.588 0.272 -2.329 1.372
H -3.042 -0.221 -0.041 1.985 -0.473 -0.226
H 0.678 -0.615 1.510 -0.401 -1.207 -2.011
H 1.297 -1.106 -1.260 -0.396 -1.082 -3.486
N -1.609 1.146 0.148 2.147 -1.052 -1.097
N 0.545 -1.035 0.523 1.720 0.799 1.863
S 0.281 1.620 0.053 -3.008 2.170 -1.216
S -0.947 -1.562 -0.022 -0.092 -0.566 -0.004
S 3.072 -0.148 0.068 -1.913 -1.528 -0.449
```
Forces are in eV/Å.

Computed properties:
- relative energy (zero: lowest compared OMol25 entry of this formula, charge and spin) (kJ/mol) = 256.61
- HOMO-LUMO gap (eV) = 8.86
- E_HOMO (eV) = -9.000
- energy (Eh) = -1382.574357
- max |F| (Eh/bohr) = 0.096
- SMILES = S=CNS/C=N\S

natural (NBO) population analysis, charges in e, atoms 1 to 4: -0.169, -0.017, 0.162, 0.238

***

# 7
Below is the ion C2H4N3O with charge +1, with properties calculated with ωB97M-V/def2-TZVPD.

XYZ file:
```
10
Properties=species:S:1:pos:R:3:forces:R:3
C -1.366 -1.337 0.020 -0.555 -0.998 2.044
C 1.052 1.259 -0.468 -0.138 2.209 -1.718
N -0.793 -0.316 -0.592 3.540 2.498 -0.504
N -0.796 -1.579 1.193 1.933 0.836 0.464
N 0.233 0.219 -0.207 -5.592 -5.329 0.367
O 0.168 -0.992 1.594 -0.796 0.232 -1.391
H -2.236 -1.904 -0.127 -1.005 -0.106 -1.226
H 0.986 1.833 -1.399 -0.343 -0.829 -0.347
H 0.773 1.930 0.263 -0.045 1.972 1.943
H 1.980 0.886 -0.278 3.001 -0.485 0.367
```
Forces are in eV/Å.

Computed properties:
- relative energy (zero: lowest compared OMol25 entry of this formula, charge and spin) (kJ/mol) = 544.89
- HOMO-LUMO gap (alpha / beta) (eV) = 8.36 / 8.37
- total charge = +1
- E_HOMO (alpha / beta) (eV) = -16.012 / -16.009
- energy (Eh) = -317.634217
- max |F| (Eh/bohr) = 0.150
- SMILES = C/N=N/C=[N+]=O

natural (NBO) population analysis, charges in e, atoms 1 to 4: 0.012, -0.468, 0.073, 0.246

***

# 8
Below is a cluster of 2 separate species, C2H4N3O in total, with properties calculated with ωB97M-V/def2-TZVPD.

XYZ file:
```
10
Properties=species:S:1:pos:R:3:forces:R:3
C -1.836 -0.092 0.258 2.980 -0.028 -0.558
C 0.622 0.408 0.141 3.409 2.061 -0.864
N 0.608 -2.388 1.169 -0.580 1.260 -1.271
N 0.469 -3.331 1.741 1.087 3.140 -1.471
N -0.720 0.170 0.128 -4.936 -0.481 1.211
O 0.491 -4.228 2.408 -0.563 -4.578 2.842
H -2.767 -0.620 0.332 -0.401 0.365 0.007
H 1.049 0.584 1.224 -1.100 0.036 -2.234
H 1.016 -0.547 -0.201 0.545 0.128 -0.094
H 0.867 1.251 -0.702 -0.442 -1.902 2.432
```
Forces are in eV/Å.

Computed properties:
- relative energy (zero: lowest compared OMol25 entry of this formula, charge and spin) (kJ/mol) = 356.05
- HOMO-LUMO gap (eV) = 10.69
- total charge = +1
- E_HOMO (eV) = -15.643
- energy (Eh) = -317.706140
- max |F| (Eh/bohr) = 0.105

natural (NBO) population analysis, charges in e, atoms 1 to 4: 0.439, -0.500, -0.226, 0.480

***

# 9
Below is an isolated molecule of C2H4N3OP, with properties calculated with ωB97M-V/def2-TZVPD.

XYZ file:
```
11
Properties=species:S:1:pos:R:3:forces:R:3
C -0.875 0.248 -1.202 0.369 -0.117 0.392
C -0.226 -0.173 -0.024 0.007 -0.063 -0.227
N 0.032 0.360 -2.153 -0.043 0.194 -0.785
N 1.061 -0.323 -0.312 0.305 -0.183 0.457
N 1.160 0.011 -1.577 -0.254 0.048 -0.017
O 0.283 0.072 2.575 0.313 0.265 0.319
P -0.850 -0.628 1.625 -0.041 -0.119 -0.071
H -1.909 0.466 -1.371 -0.208 0.091 -0.129
H 2.039 0.013 -2.072 -0.160 0.005 0.093
H 1.000 -0.522 2.808 0.028 -0.164 0.023
H -1.715 0.475 1.704 -0.317 0.043 -0.055
```
Forces are in eV/Å.

Computed properties:
- relative energy (zero: lowest compared OMol25 entry of this formula, charge and spin) (kJ/mol) = 0.00
- HOMO-LUMO gap (eV) = 9.91
- E_HOMO (eV) = -9.086
- energy (Eh) = -659.448847
- max |F| (Eh/bohr) = 0.016
- SMILES = OPc1cn[nH]n1

natural (NBO) population analysis, charges in e, atoms 1 to 4: -0.096, -0.252, -0.231, -0.247

***

# 10
Below is an isolated molecule of C2H4N3P, with properties calculated with ωB97M-V/def2-TZVPD.

XYZ file:
```
10
Properties=species:S:1:pos:R:3:forces:R:3
C -2.054 0.832 0.057 0.123 -0.077 -0.298
C -0.041 0.390 -0.217 -0.173 -2.656 -1.650
N -0.807 1.301 0.277 0.467 0.255 0.713
N -2.159 -0.272 -0.617 0.648 -0.685 0.024
N -0.856 -0.591 -0.853 1.176 -0.055 0.827
P 1.809 0.416 -0.340 -0.516 -0.332 3.181
H -2.864 1.307 0.500 -1.495 0.792 0.267
H -0.604 -1.575 -1.133 -0.431 1.878 0.350
H 1.610 1.190 -1.372 0.323 1.538 -2.699
H 1.976 -0.795 -0.969 -0.121 -0.656 -0.716
```
Forces are in eV/Å.

Computed properties:
- relative energy (zero: lowest compared OMol25 entry of this formula, charge and spin) (kJ/mol) = 57.35
- HOMO-LUMO gap (eV) = 10.48
- E_HOMO (eV) = -9.642
- energy (Eh) = -584.186793
- max |F| (Eh/bohr) = 0.063
- SMILES = Pc1ncn[nH]1

natural (NBO) population analysis, charges in e, atoms 1 to 4: 0.131, 0.110, -0.489, -0.264